C3H5NO3 | ωB97M-V with the def2-TZVPD basis set

Cartesian coordinates (Å):
O1 0.69649 -2.52845 1.79089
N1 0.19460 -2.09881 0.79920
O2 -0.78500 -1.13849 1.06322
C1 -1.24478 -0.43290 -0.04787
C2 -0.17225 0.27679 -0.80373
C3 0.72331 1.12193 -0.22181
O3 1.71481 1.66866 -0.84819
H1 -1.87605 0.35976 0.50537
H2 -1.79776 -1.08239 -0.75959
H3 0.00460 -0.04982 -1.91803
H4 0.45661 1.55251 0.82671
H5 2.08541 2.35120 -0.38616

## Properties
Charge: 0
Orbital gap in eV: 9.29
Multiplicity: 1
E in eV: -10820.153
Relative energy (zero: lowest compared OMol25 entry of this formula, charge and spin) in eV: 5.5352


C5H8F2O2 | ωB97M-V with the def2-TZVPD basis set

Cartesian coordinates (Å):
C1 -1.74337 1.54395 -0.42195
C2 -1.50864 0.15017 0.10838
O1 -2.12660 -0.38035 1.00972
C3 -0.39784 -0.66743 -0.51174
O2 -0.36553 -1.93039 -0.09132
C4 1.11921 0.23891 0.14059
C5 2.06890 -0.94102 0.33544
F1 1.40228 1.27616 -0.61612
F2 0.93744 0.78881 1.38974
H1 -2.81955 1.96285 -0.15842
H2 -0.90048 2.11352 -0.06838
H3 -1.47767 1.64279 -1.40805
H4 -0.33405 -0.42300 -1.49902
H5 -1.08758 -1.92968 0.54757
H6 3.16401 -0.50788 0.14588
H7 1.89402 -1.74687 -0.35681
H8 2.17545 -1.19055 1.45449

## Properties
Charge: 0
Orbital gap in eV: 10.48
Multiplicity: 1
E in eV: -14842.919
Relative energy (zero: lowest compared OMol25 entry of this formula, charge and spin) in eV: 0.5472


C3H6ClF | ωB97M-V with the def2-TZVPD basis set

Cartesian coordinates (Å):
C1 -1.36289 0.35664 -0.11426
C2 -0.06109 -0.42901 -0.25339
C3 1.33614 -0.07778 0.28430
F1 2.32809 -1.03536 -0.28464
Cl1 1.57061 1.55989 -0.15531
H1 -2.38917 0.60052 -0.88556
H2 -1.61397 -0.17789 0.79534
H3 -1.06160 1.61315 0.20055
H4 -0.49742 -1.44527 0.34365
H5 0.20670 -0.63832 -1.31747
H6 1.54460 -0.32656 1.38679

## Properties
Charge: 0
Orbital gap in eV: 11.81
Multiplicity: 1
E in eV: -18445.144
Relative energy (zero: lowest compared OMol25 entry of this formula, charge and spin) in eV: 3.0110


C6H12NO | ωB97M-V with the def2-TZVPD basis set

Cartesian coordinates (Å):
C1 0.10248 -2.03113 -0.50693
N1 0.40576 -0.86038 0.37427
C2 1.79962 -0.33403 0.31388
C3 1.81264 0.91780 -0.14558
C4 0.53972 1.58618 -0.29923
C5 -0.51298 0.39456 -0.10642
C6 -1.56073 0.76507 0.94831
O1 -1.11210 0.00471 -1.23731
H1 0.50119 -2.16044 -1.58142
H2 0.38534 -2.91322 0.11496
H3 -0.94286 -2.04602 -0.84346
H4 0.02573 -1.18052 1.34441
H5 2.70837 -1.00104 0.34868
H6 2.71845 1.41630 -0.27481
H7 0.13715 2.40150 0.34361
H8 0.55465 1.91156 -1.28005
H9 -1.70218 1.86179 0.70465
H10 -1.22494 0.87063 1.96690
H11 -2.57276 0.20375 1.01980
H12 -2.06255 0.19291 -1.20427

## Properties
Charge: +1
Orbital gap in eV: 11.53
Multiplicity: 1
E in eV: -9945.581
Relative energy (zero: lowest compared OMol25 entry of this formula, charge and spin) in eV: 1.5236


CH5N4OS | ωB97M-V with the def2-TZVPD basis set

Cartesian coordinates (Å):
C1 0.04252 -0.02235 -0.66247
N1 -1.21234 -1.17002 0.94035
N2 0.94785 -1.06859 -0.59726
N3 0.85303 1.30254 0.40703
N4 -1.13442 -0.31709 -0.00458
O1 2.15371 1.13789 0.31598
S1 -2.55552 0.54510 -0.23466
H1 -0.20679 0.54408 -1.53851
H2 -2.06496 -1.04262 1.45041
H3 1.95053 -0.57000 -0.33454
H4 0.75828 -1.48939 0.30865
H5 0.46812 2.15044 -0.05039

## Properties
Charge: -1
Orbital gap (spin up / spin down) in eV: 7.64 / 6.06
Multiplicity: 1
E in eV: -19957.271
Relative energy (zero: lowest compared OMol25 entry of this formula, charge and spin) in eV: 1.3858


C9H21BBr5ClO3P | ωB97M-V with the def2-TZVPD basis set

Cartesian coordinates (Å):
C1 -4.42438 1.17988 4.70921
O1 -4.50717 0.95084 3.31465
C2 -3.25547 0.87108 2.68483
C3 -3.42687 1.26233 1.21860
C4 -2.12893 1.76415 0.57635
C5 -1.29827 0.59103 0.01183
P1 0.47552 0.84382 0.16790
Cl1 0.93977 0.41145 2.05107
Br1 1.49307 -0.50975 -1.13240
B1 1.24191 2.68890 -0.15229
O2 2.46340 2.74198 -0.67058
O3 0.56380 3.73582 0.34887
H1 -4.14705 2.21774 4.92067
H2 -5.40757 0.97995 5.12782
H3 -3.69857 0.51072 5.18364
H4 -2.86647 -0.15498 2.77389
H5 -2.52602 1.53568 3.17121
H6 -3.79225 0.39971 0.65522
H7 -4.19478 2.03359 1.16328
H8 -1.54616 2.29788 1.33497
H9 -2.35045 2.47242 -0.22437
H10 -1.49759 -0.31603 0.59073
H11 -1.52111 0.35537 -1.03086
H12 2.74632 2.10825 -1.35293
H13 -0.32987 3.93029 0.06213
Br2 2.99764 1.55357 -3.82355
C6 4.03135 -0.09188 -4.03213
C7 5.42245 0.19099 -4.53933
Br3 5.41550 0.69617 -6.40679
H14 3.46316 -0.71116 -4.71932
H15 4.06880 -0.56036 -3.05042
H16 6.02782 -0.70938 -4.46010
H17 5.89814 1.00002 -3.99313
Br4 -0.98150 -3.13843 0.41522
C8 0.06899 -4.77546 0.28918
C9 1.46455 -4.51880 -0.21334
Br5 1.50491 -4.13242 -2.11799
H18 -0.49134 -5.43867 -0.36195
H19 0.09801 -5.18368 1.29634
H20 2.07727 -5.40671 -0.07583
H21 1.92946 -3.67592 0.28972

## Properties
Charge: +1
Orbital gap in eV: 8.41
Multiplicity: 1
E in eV: -388513.204